(1)
{
  "formula": "C18H14N6O",
  "method": "ωB97M-V/def2-TZVPD",
  "symbols": ["O", "N", "N", "N", "N", "N", "N", "C", "C", "C", "C", "C", "C", "C", "C", "C", "C", "C", "C", "C", "C", "C", "C", "C", "C", "H", "H", "H", "H", "H", "H", "H", "H", "H", "H", "H", "H", "H", "H"],
  "coordinates": [[5.68, 1.03, 0.14], [-0.22, 0.63, -1.59], [-0.07, -0.34, 0.58], [1.11, 1.27, 0.30], [-1.55, -3.57, 2.91], [-0.94, -2.38, 1.04], [4.73, 1.29, -0.52], [2.31, 2.08, -1.74], [-2.37, 1.20, 4.59], [3.51, 1.18, 0.13], [2.27, 1.55, -0.44], [4.78, 1.69, -1.73], [-0.77, -1.35, 0.14], [0.11, 0.59, -0.34], [-1.89, -1.17, 4.58], [-1.10, -4.41, 1.91], [-1.40, -2.35, 2.42], [-2.32, 1.18, 3.19], [-2.13, -0.03, 5.23], [-1.81, -1.12, 3.18], [-1.10, -1.47, -1.22], [-2.13, 0.01, 2.50], [-0.88, -0.44, -2.04], [3.55, 2.08, -2.46], [-0.73, -3.76, 0.79], [5.73, 1.79, -2.15], [-2.50, 2.04, 5.27], [-1.96, -0.18, 6.32], [3.41, 0.89, 1.15], [1.18, 0.75, 1.16], [-1.16, -5.53, 1.83], [1.37, 2.47, -2.19], [-2.17, 0.02, 1.45], [-1.66, -2.15, 5.00], [-0.40, -4.38, -0.03], [-1.44, -0.39, -2.99], [-2.35, 2.10, 2.59], [-1.64, -2.36, -1.57], [3.49, 2.37, -3.48]],
  "nbo_charge": [-0.515, -0.497, -0.492, -0.577, -0.443, -0.400, 0.151, -0.266, -0.213, -0.100, 0.153, -0.068, 0.434, 0.569, -0.193, -0.077, 0.393, -0.187, -0.209, -0.066, -0.346, -0.206, 0.102, -0.179, -0.107, 0.222, 0.225, 0.216, 0.216, 0.427, 0.212, 0.246, 0.207, 0.242, 0.239, 0.213, 0.214, 0.234, 0.226],
  "orbital_gap_ev": 8.03,
  "lumo_ha": -0.01022,
  "fmax_ha_per_bohr": 0.13487,
  "e_homo_ev": -8.31,
  "smiles": "[O-][n+]1cccc(Nc2nccc(-n3ccnc3-c3ccccc3)n2)c1"
}



(2)
{
  "formula": "C18H14O5PTi",
  "method": "ωB97M-V/def2-TZVPD",
  "symbols": ["Ti", "P", "O", "O", "O", "O", "O", "C", "C", "C", "C", "C", "C", "C", "C", "C", "C", "C", "C", "C", "C", "C", "C", "C", "C", "H", "H", "H", "H", "H", "H", "H", "H", "H", "H", "H", "H", "H", "H"],
  "coordinates": [[1.51, 2.02, -1.62], [-1.91, -2.76, 0.81], [-0.05, 0.28, 1.22], [0.03, 2.15, -4.45], [3.86, 3.92, -0.83], [2.45, -1.02, -1.11], [-0.60, 3.13, 0.36], [-1.85, -2.98, -3.24], [-5.71, -3.41, 2.04], [-3.18, -3.11, 3.22], [0.56, 2.08, -3.42], [-2.28, -4.30, -3.43], [0.20, 2.63, -0.34], [-3.33, -3.00, 1.83], [-0.36, -3.23, 1.54], [-5.57, -3.45, 3.43], [3.01, 3.23, -1.20], [-2.66, -5.09, -2.33], [-2.10, -3.26, -0.86], [-2.55, -4.58, -1.04], [-1.72, -2.45, -1.96], [2.03, 0.06, -1.26], [-4.59, -3.18, 1.24], [-0.77, -0.32, 0.57], [-4.30, -3.33, 4.02], [-6.44, -3.64, 4.06], [-0.48, -4.30, 1.75], [-6.68, -3.55, 1.57], [-2.19, -2.98, 3.64], [-1.62, -2.35, -4.10], [0.47, -3.06, 0.84], [-4.67, -3.12, 0.16], [-2.32, -4.75, -4.43], [-1.37, -1.42, -1.78], [-1.77, -1.05, 0.58], [-0.18, -2.68, 2.48], [-2.85, -5.19, -0.18], [-4.17, -3.42, 5.10], [-3.03, -6.10, -2.47]],
  "nbo_charge": [0.418, 1.237, -0.409, -0.309, -0.296, -0.344, -0.349, -0.198, -0.191, -0.205, 0.482, -0.147, 0.432, -0.364, -0.996, -0.148, 0.467, -0.183, -0.361, -0.198, -0.212, 0.483, -0.198, 0.454, -0.180, 0.246, 0.294, 0.246, 0.215, 0.235, 0.275, 0.229, 0.249, 0.204, 0.110, 0.276, 0.239, 0.245, 0.248],
  "orbital_gap_ev": [5.83, 5.94],
  "lumo_ha": [-0.31215, -0.30827],
  "fmax_ha_per_bohr": 0.15243,
  "multiplicity": 2,
  "charge": 2,
  "e_homo_ev": [-14.33, -14.33]
}



(3)
{
  "formula": "C18H15AuBr",
  "method": "ωB97M-V/def2-TZVPD",
  "symbols": ["Au", "Br", "C", "C", "C", "C", "C", "C", "C", "C", "C", "C", "C", "C", "C", "C", "C", "C", "C", "C", "H", "H", "H", "H", "H", "H", "H", "H", "H", "H", "H", "H", "H", "H", "H"],
  "coordinates": [[-0.06, 0.14, -0.47], [1.05, -0.81, -2.45], [0.20, -0.01, 6.75], [-2.18, -0.78, -1.35], [1.47, 1.55, -5.85], [0.53, -0.25, 1.34], [-2.01, -1.29, -0.01], [0.49, -0.24, 3.97], [-2.22, 1.03, 0.13], [0.48, 0.67, -6.38], [0.60, -0.33, 2.58], [-2.28, 0.66, -1.26], [-2.02, -0.17, 0.89], [1.46, -0.79, 4.82], [-0.77, 0.54, 5.90], [0.97, -0.66, -6.27], [-0.63, 0.43, 4.52], [1.31, -0.67, 6.20], [2.57, 0.76, -5.42], [2.26, -0.61, -5.67], [3.50, 1.13, -4.97], [0.44, -1.57, -6.58], [-0.49, 0.97, -6.80], [2.91, -1.47, -5.46], [-1.63, 1.06, 6.31], [1.40, 2.64, -5.80], [-1.76, -2.33, 0.26], [2.32, -1.31, 4.39], [-2.24, 2.06, 0.53], [-1.38, 0.87, 3.86], [-2.39, 1.35, -2.11], [2.06, -1.09, 6.86], [-1.87, -0.21, 1.98], [0.09, 0.09, 7.83], [-2.16, -1.37, -2.27]],
  "nbo_charge": [0.933, -0.683, -0.253, -0.302, -0.329, -0.383, -0.384, -0.105, -0.383, -0.072, -0.166, -0.377, -0.246, -0.205, -0.214, -0.374, -0.205, -0.213, -0.192, -0.098, 0.213, 0.212, 0.200, 0.213, 0.202, 0.210, 0.234, 0.218, 0.229, 0.214, 0.231, 0.201, 0.237, 0.200, 0.237],
  "orbital_gap_ev": [6.43, 4.94],
  "lumo_ha": [0.11354, 0.03220],
  "fmax_ha_per_bohr": 0.10223,
  "multiplicity": 3,
  "charge": -1,
  "e_homo_ev": [-3.34, -4.06]
}



(4)
{
  "formula": "C18H15BGaN4O4Se2",
  "method": "ωB97M-V/def2-TZVPD",
  "symbols": ["Se", "Se", "Ga", "O", "O", "O", "O", "N", "N", "N", "N", "C", "C", "C", "C", "C", "C", "C", "C", "C", "C", "C", "C", "C", "C", "C", "C", "C", "C", "B", "H", "H", "H", "H", "H", "H", "H", "H", "H", "H", "H", "H", "H", "H", "H"],
  "coordinates": [[-2.38, 1.02, -2.65], [-3.05, -0.67, -1.21], [-0.15, 0.08, -0.07], [-1.13, 0.98, 4.35], [-1.30, 0.06, 6.29], [-0.02, -1.62, 0.44], [0.93, -3.61, 0.70], [1.18, 1.20, 0.59], [0.23, 0.07, -2.00], [-1.76, 0.83, 0.78], [-1.04, 0.02, 5.11], [1.49, -0.34, -2.27], [0.17, -2.50, 2.65], [-2.97, 0.37, 0.40], [-0.28, -2.31, 5.40], [-0.27, -1.31, 3.20], [-0.15, 0.41, -4.31], [0.40, -3.59, 3.47], [-4.10, 0.64, 1.14], [-3.97, 1.42, 2.28], [0.41, -2.64, 1.18], [2.04, 1.76, 1.15], [0.18, -3.50, 4.84], [-0.50, -1.24, 4.56], [-1.64, 1.62, 1.86], [1.14, 0.01, -4.59], [-2.74, 1.92, 2.64], [1.98, -0.38, -3.55], [-0.59, 0.43, -3.00], [3.16, 2.50, 1.90], [2.65, 3.52, 2.30], [1.50, -0.01, -5.61], [4.05, 2.69, 1.10], [-2.61, 2.54, 3.52], [-5.06, 0.26, 0.81], [3.48, 1.75, 2.80], [-4.85, 1.64, 2.88], [0.37, -4.35, 5.48], [2.99, -0.72, -3.73], [2.09, -0.64, -1.43], [-0.65, 1.96, 2.11], [-0.47, -2.22, 6.45], [0.76, -4.51, 3.03], [-0.43, -0.42, 2.61], [-0.84, 0.69, -5.10]],
  "nbo_charge": [0.271, 0.297, 1.855, -0.434, -0.326, -0.945, -0.542, -0.868, -0.638, -0.658, 0.544, 0.098, -0.190, 0.045, -0.151, -0.109, -0.252, -0.111, -0.242, -0.103, 0.816, 0.600, -0.201, 0.000, 0.107, -0.086, -0.191, -0.216, 0.073, -0.618, 0.057, 0.251, 0.060, 0.273, 0.257, 0.060, 0.250, 0.239, 0.259, 0.243, 0.256, 0.258, 0.252, 0.205, 0.256],
  "orbital_gap_ev": 8.11,
  "lumo_ha": -0.16687,
  "fmax_ha_per_bohr": 0.01930,
  "charge": 1,
  "e_homo_ev": -12.65
}



(5)
{
  "formula": "C18H15Br2N6O5Ti",
  "method": "ωB97M-V/def2-TZVPD",
  "symbols": ["Br", "Br", "Ti", "O", "O", "O", "O", "O", "N", "N", "N", "N", "N", "N", "C", "C", "C", "C", "C", "C", "C", "C", "C", "C", "C", "C", "C", "C", "C", "C", "C", "C", "H", "H", "H", "H", "H", "H", "H", "H", "H", "H", "H", "H", "H", "H", "H"],
  "coordinates": [[4.38, -3.83, 3.31], [2.56, -5.25, -4.11], [-0.40, -0.32, -0.10], [-1.98, 1.14, 3.20], [-1.48, 0.37, -3.68], [-0.29, 0.24, -1.81], [0.92, 1.66, 0.17], [-0.78, 0.15, 1.61], [-3.83, -2.56, 0.78], [-6.12, -2.11, 1.49], [0.30, -2.19, -1.41], [1.41, -1.20, 0.83], [-1.87, 1.35, -0.31], [-1.79, -1.56, -0.01], [-2.52, 0.98, -1.57], [0.40, -3.49, -3.41], [3.19, -2.76, 2.32], [0.04, 2.76, 0.46], [-2.70, 1.34, 0.89], [-1.36, 0.50, -2.49], [-2.82, -1.97, 0.44], [1.81, -0.83, 2.05], [1.92, -2.34, 0.33], [2.16, -3.64, -1.80], [2.69, -1.57, 2.83], [1.46, -2.74, -1.02], [1.63, -4.02, -3.03], [-1.17, 2.63, -0.47], [-5.04, -2.32, 1.17], [2.79, -3.15, 1.05], [-1.78, 0.86, 2.05], [-0.21, -2.58, -2.57], [1.39, 0.09, 2.45], [-3.11, 2.32, 1.13], [-3.53, 0.63, 0.80], [2.96, -1.24, 3.82], [-0.80, 2.69, -1.50], [-3.20, 0.14, -1.43], [1.82, 1.93, 0.40], [-0.28, 2.72, 1.51], [-0.05, -3.76, -4.35], [-1.85, 3.47, -0.30], [3.12, -4.10, 0.65], [-1.16, -2.14, -2.86], [3.12, -4.03, -1.49], [0.53, 3.71, 0.25], [-3.08, 1.81, -2.02]],
  "nbo_charge": [0.171, 0.154, 1.642, -0.531, -0.538, -0.678, -0.713, -0.701, -0.543, -0.312, -0.423, -0.489, -0.421, -0.721, -0.344, -0.240, -0.009, -0.086, -0.350, 0.780, 0.741, 0.111, 0.223, -0.242, -0.268, 0.176, -0.031, -0.246, 0.397, -0.251, 0.784, 0.096, 0.238, 0.243, 0.249, 0.260, 0.233, 0.248, 0.519, 0.197, 0.257, 0.231, 0.251, 0.229, 0.245, 0.218, 0.243],
  "orbital_gap_ev": 8.10,
  "lumo_ha": -0.16671,
  "fmax_ha_per_bohr": 0.04778,
  "charge": 1,
  "e_homo_ev": -12.64
}



What are the calculated total energy values for these records? In order: -29876.4860, -61513.2208, -92639.5852, -216797.7136, -201284.8130 eV.
What are the energy relative to the best compared isomer or geometry (same formula, charge and spin) values for these records? In order: 108.3, 61.6, 34.5, 19.2, 18.5 kcal/mol.